{"formula": "C32H34Br2N6", "method": "ωB97M-V/def2-TZVPD", "species": ["C", "C", "C", "N", "C", "C", "H", "H", "H", "H", "H", "C", "C", "C", "N", "C", "C", "H", "H", "H", "H", "H", "C", "C", "C", "N", "C", "C", "H", "H", "H", "H", "H", "C", "C", "C", "N", "C", "C", "H", "H", "H", "H", "H", "C", "C", "C", "N", "C", "C", "H", "H", "H", "H", "H", "C", "C", "C", "N", "C", "C", "H", "H", "H", "H", "H", "Br", "C", "C", "Br", "H", "H", "H", "H"], "xyz": [[-16.37943, 7.49959, -21.63996], [-17.71524, 7.68517, -21.37996], [-18.03226, 8.29974, -20.15645], [-17.15065, 8.65646, -19.22998], [-15.84773, 8.43627, -19.49688], [-15.44289, 7.82781, -20.66516], [-16.18858, 7.00961, -22.58862], [-18.50345, 7.54740, -22.10693], [-19.04966, 8.65400, -20.03077], [-15.19651, 8.75710, -18.69621], [-14.41724, 7.60006, -20.93234], [-12.74097, 8.68116, -24.79163], [-14.03244, 8.24619, -24.58494], [-14.99353, 9.16484, -24.25020], [-14.80937, 10.47783, -24.42245], [-13.60457, 10.91311, -24.79296], [-12.51942, 10.04582, -24.94505], [-11.91457, 7.99592, -24.92036], [-14.18224, 7.17419, -24.49453], [-16.00483, 8.85896, -24.01124], [-13.43326, 11.94576, -25.07360], [-11.50055, 10.34904, -25.14818], [-9.79913, 5.49682, -26.09373], [-9.25331, 6.05577, -24.94690], [-9.05934, 7.42832, -24.98041], [-9.52510, 8.23503, -25.92914], [-10.13843, 7.67634, -26.98003], [-10.32849, 6.29467, -27.09136], [-10.06972, 4.44508, -26.04907], [-8.84453, 5.44898, -24.15261], [-8.54655, 7.94592, -24.17292], [-10.50704, 8.39792, -27.69855], [-10.92346, 5.85348, -27.87785], [-16.87583, 4.93978, -25.32384], [-18.09944, 5.26728, -25.89269], [-18.99105, 4.27281, -26.24277], [-18.74191, 2.95372, -26.12864], [-17.55185, 2.64121, -25.62771], [-16.59654, 3.59135, -25.25092], [-16.16440, 5.72685, -25.11234], [-18.37989, 6.29449, -26.09512], [-19.94965, 4.51599, -26.68423], [-17.32724, 1.59119, -25.48447], [-15.62493, 3.26718, -24.89522], [-9.28299, 14.44780, -22.24110], [-9.17002, 14.58829, -23.62157], [-10.06969, 13.91325, -24.41537], [-11.02714, 13.07991, -23.94389], [-11.11624, 12.97557, -22.62519], [-10.28831, 13.65525, -21.72193], [-8.72582, 15.03527, -21.52141], [-8.43643, 15.23346, -24.08292], [-10.08598, 13.93990, -25.49803], [-11.97975, 12.39343, -22.31323], [-10.49773, 13.48183, -20.67616], [-20.57506, 9.26570, -23.19443], [-19.49117, 9.99939, -23.65244], [-18.93699, 9.63535, -24.88073], [-19.40278, 8.60830, -25.62259], [-20.49518, 7.97759, -25.17933], [-21.06148, 8.22214, -23.94315], [-20.99525, 9.47957, -22.21841], [-19.23668, 10.92056, -23.14662], [-18.07676, 10.12356, -25.32086], [-20.87385, 7.16133, -25.78426], [-21.95857, 7.69652, -23.64128], [-15.16241, 8.13573, -27.62195], [-16.33692, 9.60379, -28.22095], [-15.72178, 10.93484, -27.97785], [-16.98656, 12.36677, -28.44956], [-17.19189, 9.47000, -27.55478], [-16.75038, 9.47136, -29.21678], [-14.78254, 11.06172, -28.52165], [-15.43833, 11.16703, -26.95383]], "lowdin_charge": [-0.10, -0.07, -0.15, 0.05, -0.14, -0.07, 0.09, 0.09, 0.10, 0.10, 0.10, -0.09, -0.17, -0.20, 0.06, -0.16, -0.06, 0.08, 0.09, 0.08, 0.10, 0.09, -0.09, -0.07, -0.17, 0.05, -0.15, -0.07, 0.11, 0.10, 0.11, 0.11, 0.10, -0.08, -0.08, -0.15, 0.06, -0.16, -0.08, 0.08, 0.07, 0.10, 0.10, 0.10, -0.08, -0.07, -0.14, 0.05, -0.15, -0.07, 0.10, 0.10, 0.10, 0.10, 0.10, -0.10, -0.06, -0.13, 0.05, -0.16, -0.08, 0.11, 0.11, 0.09, 0.10, 0.11, 0.67, -0.67, -0.70, 0.61, 0.02, 0.06, 0.06, 0.02], "lumo_ev": 0.39, "total_charge": 0}